The following is a quantum chemistry calculation of a 6-piece molecular cluster, C33H69N4O17 overall, from the Open Molecules 2025 dataset.

The lowest unoccupied orbital energy comes out at -0.1583 hartree. Its total energy is -2796.67218 Ha. As for the energy relative to the best compared isomer or geometry (same formula, charge and spin): 39.3 kJ/mol. Its HOMO-LUMO gap is 0.258 Ha. Its spin multiplicity is 1. The charge is +1.

Positions of all 123 atoms, in Å:
C: 3.321 -1.133 -2.422
O: 2.942 -0.329 -3.524
C: 1.904 0.571 -3.192
C: 1.526 1.326 -4.459
C: 0.212 2.109 -4.357
C: 0.065 2.968 -3.081
C: -0.938 2.422 -2.047
C: -2.389 2.938 -2.171
C: -2.823 3.268 -3.604
C: -4.319 3.651 -3.774
N: -5.160 3.368 -2.610
C: -5.629 2.020 -2.208
C: -5.271 0.919 -3.211
C: -4.696 -0.325 -2.533
N: -5.166 -0.639 -1.224
O: -3.922 -1.019 -3.134
C: -5.485 4.414 -1.802
N: -5.190 4.416 -0.514
N: -6.206 5.523 -2.272
H: 2.460 -1.594 -1.928
H: 3.947 -1.931 -2.817
H: 3.910 -0.537 -1.718
H: 2.279 1.264 -2.428
H: 1.040 0.001 -2.821
H: 1.417 0.571 -5.241
H: 2.361 1.959 -4.764
H: 0.182 2.788 -5.214
H: -0.620 1.413 -4.497
H: -0.167 3.995 -3.365
H: 1.035 3.028 -2.587
H: -0.917 1.332 -2.085
H: -0.566 2.706 -1.060
H: -2.536 3.808 -1.526
H: -3.032 2.121 -1.823
H: -2.227 4.112 -3.954
H: -2.574 2.439 -4.266
H: -4.710 3.124 -4.644
H: -4.376 4.708 -4.035
H: -5.264 1.787 -1.203
H: -6.716 2.069 -2.111
H: -6.169 0.593 -3.735
H: -4.522 1.208 -3.942
H: -5.374 -1.626 -1.152
H: -4.515 -0.360 -0.503
H: -4.747 3.560 -0.194
H: -4.735 5.261 -0.175
H: -7.156 5.179 -2.429
H: -5.875 5.813 -3.189
C: 7.464 -4.883 0.872
C: 6.449 -4.284 1.819
O: 5.326 -3.728 1.113
C: 4.412 -4.607 0.713
O: 4.430 -5.794 0.903
O: 3.461 -3.941 0.048
C: 2.442 -4.777 -0.502
H: 7.764 -4.151 0.122
H: 8.351 -5.205 1.419
H: 7.050 -5.745 0.348
H: 6.886 -3.450 2.365
H: 6.103 -5.015 2.549
H: 2.014 -5.431 0.256
H: 2.845 -5.371 -1.322
H: 1.667 -4.119 -0.886
C: 1.681 -9.458 1.020
C: 0.700 -8.844 1.994
O: -0.434 -8.276 1.316
C: -1.369 -9.148 0.944
O: -1.358 -10.334 1.146
O: -2.334 -8.477 0.310
C: -3.388 -9.304 -0.191
H: 1.966 -8.731 0.259
H: 2.578 -9.790 1.542
H: 1.244 -10.316 0.510
H: 1.164 -8.014 2.524
H: 0.366 -9.567 2.736
H: -3.791 -9.939 0.594
H: -3.027 -9.916 -1.016
H: -4.162 -8.631 -0.548
C: -7.176 3.451 5.892
C: -6.873 2.173 5.142
O: -7.745 2.008 4.005
C: -7.424 2.697 2.926
O: -6.463 3.415 2.782
O: -8.338 2.452 1.979
C: -8.126 3.209 0.797
H: -8.231 3.491 6.164
H: -6.577 3.504 6.800
H: -6.955 4.326 5.282
H: -7.061 1.307 5.772
H: -5.833 2.132 4.818
H: -7.099 3.095 0.462
H: -8.343 4.262 0.974
H: -8.805 2.824 0.039
C: 12.458 -2.486 3.943
C: 12.645 -2.371 2.446
O: 13.325 -3.516 1.910
C: 12.568 -4.594 1.720
O: 11.385 -4.680 1.933
O: 13.346 -5.569 1.252
C: 12.676 -6.815 1.047
H: 13.415 -2.671 4.433
H: 12.033 -1.565 4.342
H: 11.791 -3.310 4.192
H: 13.282 -1.522 2.206
H: 11.694 -2.231 1.933
H: 11.790 -6.684 0.430
H: 12.402 -7.257 2.004
H: 13.383 -7.462 0.537
C: -4.361 7.560 2.214
C: -4.148 8.153 0.835
O: -3.394 9.362 0.887
C: -2.072 9.191 1.002
O: -1.504 8.128 1.017
O: -1.504 10.386 1.077
C: -0.082 10.364 1.251
H: -4.812 8.298 2.876
H: -5.018 6.689 2.163
H: -3.414 7.251 2.655
H: -5.106 8.421 0.391
H: -3.653 7.443 0.165
H: 0.393 9.750 0.490
H: 0.169 9.993 2.243
H: 0.252 11.392 1.152

---

The following is a quantum chemistry calculation of a 8-piece molecular cluster, C33H69N9O11P2 overall, from the Open Molecules 2025 dataset.

The lowest unoccupied orbital energy comes out at -0.0037 hartree. Its total energy is -3301.95317 Ha. Its HOMO-LUMO gap is 0.291 Ha. As for the SMILES: CN(C)P(=O)(N(C)C)N(C)C.CN(C)P(=O)(N(C)C)N(C)C.O=C1OCCO1.O=C1OCCO1.O=C1OCCO1.CCCC#N.CCCC#N.CCCC#N. Its spin multiplicity is 1. The charge is 0.

Positions of all 124 atoms, in Å:
C: -0.201 -0.402 -3.240
N: -1.529 0.053 -2.859
C: -2.644 -0.881 -2.997
P: -1.807 1.768 -2.785
O: -0.707 2.548 -2.146
N: -2.140 2.136 -4.401
C: -1.102 2.680 -5.305
C: -3.229 1.453 -5.095
N: -3.334 1.988 -1.957
C: -4.083 3.207 -2.331
C: -3.505 1.503 -0.538
H: 0.067 -1.161 -2.505
H: 0.449 0.470 -3.168
H: -0.203 -0.886 -4.217
H: -3.357 -0.602 -3.773
H: -3.287 -0.693 -2.137
H: -2.321 -1.922 -3.031
H: -1.387 2.457 -6.333
H: -1.093 3.763 -5.184
H: -0.116 2.283 -5.067
H: -3.523 2.079 -5.938
H: -2.883 0.519 -5.540
H: -4.150 1.411 -4.514
H: -4.968 3.320 -1.705
H: -3.367 4.025 -2.262
H: -4.420 3.191 -3.368
H: -3.150 0.479 -0.421
H: -4.577 1.461 -0.345
H: -2.999 2.105 0.216
C: 4.719 -4.055 -1.062
N: 4.641 -2.662 -1.573
C: 3.298 -2.169 -1.871
P: 5.748 -1.391 -1.231
O: 5.637 -0.213 -2.085
N: 5.384 -1.154 0.437
C: 4.374 -0.189 0.757
C: 5.471 -2.175 1.485
N: 7.300 -2.182 -1.196
C: 8.440 -1.430 -0.680
C: 7.668 -2.910 -2.421
H: 4.018 -4.131 -0.231
H: 5.662 -4.395 -0.632
H: 4.525 -4.765 -1.866
H: 2.734 -2.960 -2.366
H: 3.407 -1.239 -2.428
H: 2.932 -1.886 -0.884
H: 4.555 0.709 0.166
H: 3.348 -0.444 0.490
H: 4.466 0.094 1.806
H: 5.714 -1.798 2.478
H: 4.493 -2.642 1.597
H: 6.155 -2.977 1.208
H: 9.225 -2.115 -0.361
H: 8.797 -0.784 -1.482
H: 8.120 -0.903 0.219
H: 8.677 -3.309 -2.318
H: 7.597 -2.238 -3.276
H: 7.034 -3.780 -2.590
O: -1.136 1.077 6.065
C: -1.136 -0.152 5.868
O: -1.849 -0.744 4.878
C: -1.272 -1.962 4.700
C: -0.519 -2.305 5.979
O: -0.372 -1.077 6.517
H: -2.010 -2.738 4.500
H: -0.521 -1.919 3.911
H: 0.409 -2.812 5.716
H: -1.135 -2.974 6.580
O: 0.231 8.259 -1.170
C: 0.099 7.154 -0.689
O: -1.091 6.682 -0.243
C: -0.945 5.303 0.104
C: 0.523 4.983 -0.096
O: 1.079 6.228 -0.458
H: -1.325 5.095 1.104
H: -1.571 4.702 -0.556
H: 0.687 4.214 -0.851
H: 0.963 4.647 0.842
O: -4.536 -1.582 3.085
C: -4.346 -2.125 2.020
O: -4.992 -3.191 1.514
C: -4.490 -3.632 0.304
C: -3.133 -2.798 0.302
O: -3.439 -1.713 1.094
H: -4.244 -4.687 0.185
H: -5.205 -3.286 -0.442
H: -2.781 -2.344 -0.624
H: -2.289 -3.298 0.777
C: 2.970 -5.194 2.035
C: 1.588 -5.869 2.175
C: 0.742 -6.132 0.899
C: 0.477 -4.843 0.202
N: 0.186 -3.849 -0.334
H: 3.771 -5.825 1.649
H: 3.293 -5.010 3.060
H: 2.914 -4.276 1.450
H: 1.067 -5.291 2.939
H: 1.858 -6.793 2.686
H: -0.262 -6.527 1.052
H: 1.346 -6.615 0.130
C: -0.474 2.054 1.854
C: 0.014 1.031 0.849
C: 0.231 -0.369 1.425
C: 1.171 -0.401 2.602
N: 1.910 -0.423 3.489
H: -1.152 1.627 2.592
H: -0.913 2.888 1.306
H: 0.353 2.461 2.435
H: 0.899 1.309 0.277
H: -0.723 0.872 0.061
H: 0.477 -1.073 0.630
H: -0.759 -0.624 1.803
C: -5.294 6.740 0.886
C: -6.080 5.488 0.672
C: -5.709 4.437 1.724
C: -4.317 4.367 1.987
N: -3.211 4.255 2.196
H: -4.231 6.690 0.649
H: -5.361 7.185 1.878
H: -5.652 7.623 0.357
H: -5.935 5.204 -0.370
H: -7.163 5.607 0.677
H: -6.000 3.451 1.361
H: -6.257 4.558 2.658

---

The following is a quantum chemistry calculation of a 3-piece molecular cluster, C33H69NO9 overall, from the Open Molecules 2025 dataset.

The lowest unoccupied orbital energy comes out at 0.0115 hartree. Its total energy is -2030.14871 Ha. Its HOMO-LUMO gap is 0.329 Ha. As for the SMILES: C#CCCCN(O)[C@H](CCCCCCCCCCCCOC)COC.COCCOCCOC.COCCOCCOC. Its spin multiplicity is 1. The charge is 0.

Positions of all 112 atoms, in Å:
C: 2.165 0.776 -2.013
C: 2.336 0.629 -3.302
C: 2.771 0.364 -4.844
C: 1.970 -0.921 -5.479
C: 2.758 -2.241 -4.972
N: 1.916 -3.258 -4.276
O: 1.029 -3.865 -5.114
C: 1.283 -2.741 -3.026
C: 2.458 -2.557 -1.894
C: 3.147 -3.946 -1.452
C: 4.567 -3.589 -0.759
C: 4.426 -2.665 0.575
C: 5.581 -1.510 0.643
C: 5.233 -0.498 1.873
C: 5.038 1.040 1.430
C: 4.459 1.920 2.664
C: 3.778 3.320 2.234
C: 4.651 4.217 1.212
C: 3.655 5.030 0.204
C: 3.607 4.188 -1.193
O: 2.616 4.735 -2.110
C: 1.309 4.092 -1.911
C: 0.188 -3.733 -2.365
O: -1.160 -3.126 -2.359
C: -1.259 -2.112 -1.320
H: 2.087 0.566 -0.878
H: 2.566 1.344 -5.408
H: 3.902 0.158 -4.938
H: 0.889 -0.826 -5.101
H: 1.947 -0.774 -6.616
H: 3.163 -2.764 -5.933
H: 3.704 -1.927 -4.384
H: 0.153 -3.405 -5.133
H: 0.785 -1.709 -3.117
H: 3.263 -1.816 -2.275
H: 1.973 -2.027 -0.976
H: 3.246 -4.643 -2.371
H: 2.429 -4.475 -0.706
H: 5.074 -4.573 -0.396
H: 5.200 -3.048 -1.559
H: 3.419 -2.100 0.631
H: 4.495 -3.285 1.558
H: 5.654 -0.902 -0.344
H: 6.607 -2.004 0.853
H: 6.004 -0.599 2.741
H: 4.215 -0.851 2.303
H: 6.088 1.483 1.176
H: 4.414 1.170 0.455
H: 5.262 2.020 3.489
H: 3.610 1.276 3.135
H: 3.682 3.945 3.215
H: 2.703 3.112 1.889
H: 5.370 3.622 0.544
H: 5.266 4.989 1.805
H: 4.049 6.074 -0.069
H: 2.598 5.104 0.652
H: 4.658 4.217 -1.678
H: 3.406 3.092 -0.899
H: 0.444 4.872 -1.874
H: 1.157 3.339 -2.776
H: 1.244 3.502 -0.920
H: 0.402 -3.979 -1.246
H: 0.075 -4.744 -2.896
H: -0.704 -2.367 -0.346
H: -2.375 -1.948 -1.027
H: -0.796 -1.138 -1.763
C: -3.660 3.128 4.206
O: -2.667 2.394 4.900
C: -2.119 1.323 4.143
C: -0.598 1.254 4.289
O: 0.122 2.327 3.678
C: -0.025 3.624 4.268
C: 0.579 3.771 5.664
O: -0.164 3.035 6.633
C: 0.649 2.356 7.570
H: -4.613 2.594 4.237
H: -3.775 4.096 4.698
H: -3.367 3.317 3.166
H: -2.376 1.408 3.079
H: -2.560 0.394 4.519
H: -0.259 0.349 3.774
H: -0.299 1.128 5.329
H: -1.066 3.943 4.247
H: 0.514 4.308 3.604
H: 0.539 4.825 5.960
H: 1.628 3.453 5.639
H: 1.499 1.870 7.081
H: 0.042 1.579 8.040
H: 0.998 3.050 8.337
C: -4.929 -3.316 -2.937
O: -5.620 -2.566 -1.952
C: -5.752 -1.188 -2.277
C: -7.158 -0.672 -1.968
O: -8.192 -1.180 -2.813
C: -8.517 -2.567 -2.682
C: -9.165 -2.959 -1.354
O: -8.234 -2.880 -0.278
C: -8.780 -2.321 0.900
H: -3.851 -3.170 -2.833
H: -5.164 -4.372 -2.789
H: -5.251 -3.044 -3.950
H: -5.521 -0.999 -3.333
H: -5.024 -0.637 -1.673
H: -7.153 0.411 -2.138
H: -7.413 -0.803 -0.918
H: -7.651 -3.190 -2.903
H: -9.245 -2.770 -3.475
H: -9.500 -4.000 -1.416
H: -10.037 -2.319 -1.176
H: -9.398 -1.445 0.676
H: -7.952 -1.995 1.532
H: -9.365 -3.071 1.437

---

The following is a quantum chemistry calculation of a 4-piece molecular cluster, C33H72N4O3 overall, from the Open Molecules 2025 dataset.

The lowest unoccupied orbital energy comes out at -0.1170 hartree. Its total energy is -1744.49560 Ha. As for the energy relative to the best compared isomer or geometry (same formula, charge and spin): 300.5 kJ/mol. Its HOMO-LUMO gap is 0.251 Ha. Its spin multiplicity is 1. The charge is +2.

Positions of all 112 atoms, in Å:
N: 0.985 -1.488 -0.571
O: 0.717 -2.516 0.021
O: 1.523 -0.568 -0.024
O: 0.753 -1.438 -1.774
C: -5.934 -1.939 -7.732
C: -6.172 -3.331 -7.140
C: -6.443 -3.295 -5.586
C: -5.278 -3.022 -4.732
N: -5.719 -2.736 -3.248
C: -6.514 -1.410 -3.100
C: -6.151 -0.887 -1.749
C: -4.587 -1.180 -1.713
C: -4.420 -2.500 -2.383
C: -6.628 -3.821 -2.505
C: -6.118 -5.263 -2.693
C: -7.166 -6.247 -2.135
H: -6.818 -1.315 -7.864
H: -5.350 -1.903 -8.651
H: -5.220 -1.390 -7.119
H: -5.291 -3.960 -7.269
H: -7.149 -3.668 -7.487
H: -6.856 -4.278 -5.359
H: -7.228 -2.546 -5.476
H: -4.807 -2.052 -4.889
H: -4.469 -3.729 -4.914
H: -7.551 -1.397 -3.434
H: -5.926 -0.800 -3.786
H: -6.608 -1.484 -0.960
H: -6.460 0.145 -1.587
H: -4.253 -1.289 -0.681
H: -4.047 -0.390 -2.236
H: -4.120 -3.312 -1.721
H: -3.508 -2.445 -2.978
H: -7.630 -3.798 -2.934
H: -6.764 -3.521 -1.465
H: -5.111 -5.466 -2.328
H: -6.039 -5.505 -3.753
H: -6.752 -7.238 -1.948
H: -7.913 -6.621 -2.835
H: -7.752 -5.777 -1.345
C: 3.806 6.099 1.739
C: 2.780 5.275 0.920
C: 3.473 4.292 -0.115
C: 4.318 4.927 -1.297
N: 4.315 4.069 -2.522
C: 2.811 3.953 -3.118
C: 2.784 4.415 -4.562
C: 3.955 5.460 -4.623
C: 4.995 4.814 -3.722
C: 4.912 2.655 -2.368
C: 6.210 2.635 -1.558
C: 6.534 1.234 -1.130
H: 4.546 6.501 1.047
H: 4.428 5.469 2.375
H: 3.357 6.966 2.222
H: 2.073 5.901 0.376
H: 2.255 4.652 1.644
H: 2.708 3.583 -0.432
H: 4.282 3.688 0.295
H: 5.325 5.135 -0.934
H: 3.913 5.917 -1.507
H: 2.337 2.996 -2.900
H: 2.280 4.724 -2.560
H: 2.963 3.551 -5.203
H: 1.757 4.731 -4.747
H: 4.301 5.626 -5.643
H: 3.653 6.446 -4.269
H: 5.557 4.049 -4.259
H: 5.744 5.527 -3.378
H: 4.925 2.083 -3.296
H: 4.127 2.165 -1.791
H: 6.318 3.366 -0.756
H: 6.953 2.954 -2.289
H: 6.613 0.457 -1.890
H: 5.744 0.778 -0.532
H: 7.507 1.324 -0.646
C: -2.454 -1.265 5.189
C: -1.307 -1.426 6.041
C: -0.024 -1.372 5.166
C: 1.151 -1.470 6.192
N: 2.543 -1.118 5.555
C: 2.816 -2.177 4.422
C: 4.298 -2.567 4.458
C: 4.501 -2.633 5.933
C: 3.683 -1.469 6.585
C: 2.622 0.329 4.962
C: 2.337 1.368 6.068
C: 0.911 1.830 6.299
H: -2.283 -0.638 4.314
H: -3.274 -0.707 5.641
H: -2.962 -2.157 4.820
H: -1.228 -2.336 6.636
H: -1.403 -0.578 6.720
H: -0.142 -0.459 4.582
H: 0.079 -2.281 4.573
H: 1.168 -2.325 6.868
H: 1.040 -0.650 6.903
H: 2.289 -1.887 3.513
H: 2.322 -3.117 4.664
H: 4.879 -1.731 4.069
H: 4.525 -3.538 4.018
H: 5.512 -2.584 6.338
H: 4.090 -3.542 6.370
H: 4.208 -0.530 6.766
H: 3.229 -1.859 7.496
H: 1.966 0.326 4.091
H: 3.664 0.395 4.651
H: 3.091 2.074 5.719
H: 2.875 1.205 7.002
H: 0.096 1.139 6.512
H: 0.663 2.151 5.287
H: 0.734 2.564 7.085

---

Q: Which formula does entry 2 have?
A: C33H69N9O11P2